[1]
{"formula": "C3H3NO2", "method": "wB97M-V/def2-TZVPD", "relative_energy_kj_mol": 471.4, "molar_mass_g_mol": 85.06, "orbital_gap_ev": [8.33, 7.87], "e_tot_ha": -321.1981, "elements": ["O", "C", "C", "O", "C", "N", "H", "H", "H"], "positions_angstrom": [[-0.6452, 1.4330, 0.3796], [-0.1883, 0.2556, -0.0643], [-1.0140, -0.9201, 0.2120], [-0.6033, -2.0567, 0.0937], [1.2191, 0.0078, -0.4044], [1.9858, -0.6557, -1.0757], [-0.2750, 2.1528, -0.1550], [1.5880, 0.4654, 0.5599], [-2.0671, -0.6819, 0.4541]], "forces_ev_per_a": [[0.30, 0.37, -0.43], [-1.21, -1.76, -0.65], [0.02, 0.62, -0.38], [-0.04, -0.02, 0.01], [-0.34, 1.25, 2.22], [0.15, -0.38, -0.80], [-0.07, -0.03, 0.23], [1.06, 0.00, -0.39], [0.12, -0.06, 0.19]], "lowdin_charge": [0.071, -0.262, -0.231, 0.054, -0.274, 0.220, 0.133, 0.158, 0.132]}


[2]
{"formula": "C3H3N5", "method": "wB97M-V/def2-TZVPD", "relative_energy_kj_mol": 319.6, "molar_mass_g_mol": 109.09, "smiles": "N=c1nnccnn1", "orbital_gap_ev": 8.66, "e_tot_ha": -389.7470, "elements": ["C", "C", "C", "H", "H", "H", "N", "N", "N", "N", "N"], "positions_angstrom": [[-0.6091, -1.0702, 0.2316], [-0.1529, 1.3205, -0.4966], [1.0581, 0.7863, -0.0930], [-0.1961, -1.7693, 1.7821], [-0.2048, 2.4168, -0.5040], [1.8136, 1.4606, 0.1659], [-0.9739, -1.3253, 1.3875], [-1.5653, -0.5027, -0.7085], [-1.2766, 0.6926, -0.9753], [1.4662, -0.5493, -0.4145], [0.6408, -1.4600, -0.3753]], "forces_ev_per_a": [[-1.54, -0.58, -1.33], [1.65, 0.21, 1.16], [-2.12, -1.10, -1.68], [1.39, -1.07, 1.63], [-0.20, -0.52, 0.03], [1.20, 0.66, 0.34], [-0.91, 0.49, -0.09], [1.77, 0.81, 0.36], [-0.83, -0.37, -0.86], [0.49, 1.71, 0.20], [-0.89, -0.23, 0.25]], "lowdin_charge": [-0.524, -0.118, -0.071, 0.040, 0.111, 0.080, 0.204, 0.124, 0.020, 0.042, 0.091]}


[3]
{"formula": "C3H20O9", "method": "wB97M-V/def2-TZVPD", "relative_energy_kj_mol": 268.3, "molar_mass_g_mol": 200.18, "smiles": "CCC(=O)O.O.O.O.O.O.O.O", "orbital_gap_ev": 10.26, "e_tot_ha": -803.3667, "elements": ["O", "C", "O", "C", "C", "H", "H", "H", "H", "H", "H", "H", "H", "O", "H", "H", "O", "H", "H", "O", "H", "H", "O", "H", "H", "O", "H", "H", "O", "H", "H", "O"], "positions_angstrom": [[3.3995, -1.4155, -1.4103], [2.5496, -0.6026, -1.5248], [1.4044, -0.6872, -0.7715], [2.4943, 0.6983, -2.3397], [1.2334, 1.0662, -3.0721], [1.2824, -0.9306, 0.2316], [3.3669, 0.6887, -2.9780], [2.7052, 1.5337, -1.5400], [1.3755, 1.9147, -3.7326], [0.4548, 1.3617, -2.1213], [0.7009, 0.3304, -3.4873], [-2.5212, -2.1000, -1.0502], [-1.8748, -1.2534, -1.9931], [-2.6631, -1.1991, -1.3746], [-2.9630, 1.8563, 2.6535], [-2.6720, 1.1436, 1.1937], [-2.2760, 1.1965, 2.1399], [-2.0081, -1.6763, 3.4057], [-1.9102, -0.3569, 2.5361], [-1.7528, -1.3348, 2.6256], [-0.7995, -3.2685, 0.3669], [-1.4650, -2.0442, 1.0849], [-0.8784, -2.2907, 0.3424], [-1.9726, 1.8921, -0.7919], [-2.4972, 0.4693, -0.9228], [-2.7052, 1.3500, -0.5254], [1.7946, 1.6491, 0.5543], [2.1826, 0.9104, 1.8005], [2.3856, 1.4543, 1.2636], [1.7601, 0.0740, 3.6958], [0.4269, -0.0942, 2.8639], [1.4425, -0.3353, 2.8772]], "forces_ev_per_a": [[1.33, -0.27, -0.70], [-1.76, 0.62, 1.84], [-1.63, 0.58, 1.74], [1.53, 0.62, 1.44], [-1.00, 3.32, 5.10], [1.27, -0.04, -2.98], [0.22, -0.03, -0.30], [-0.22, -1.59, -1.43], [-0.11, 0.05, 0.06], [1.82, -0.28, -2.77], [-1.49, -3.06, -2.07], [-0.37, 0.22, 0.91], [-1.20, 0.72, 0.73], [1.57, -0.78, -2.01], [2.69, -2.64, -1.93], [0.88, 0.33, 1.20], [-3.33, 2.61, 0.64], [-1.47, -1.44, 4.18], [-0.46, -0.53, 0.49], [1.60, 2.04, -4.27], [0.06, 0.96, 0.17], [0.38, -0.14, 0.16], [0.00, -1.29, -0.37], [0.49, 0.62, -0.06], [-0.54, 0.24, 0.48], [-0.18, -0.80, -0.18], [-0.77, -0.43, -0.05], [-4.99, -11.42, 10.49], [5.96, 12.30, -10.90], [-0.09, -0.17, -0.14], [2.89, -0.90, 0.07], [-3.08, 0.57, 0.48]], "lowdin_charge": [0.134, -0.527, -0.002, -0.172, -0.092, 0.156, 0.105, 0.147, 0.073, 0.133, 0.012, 0.039, 0.090, -0.081, 0.153, 0.040, -0.154, -0.006, 0.010, -0.029, 0.068, -0.001, -0.086, 0.040, 0.017, -0.055, 0.033, -0.205, 0.077, 0.060, 0.104, -0.079]}


[4]
{"formula": "CHNO2S", "method": "wB97M-V/def2-TZVPD", "relative_energy_kj_mol": 106.7, "molar_mass_g_mol": 91.09, "orbital_gap_ev": 8.83, "e_tot_ha": -642.0500, "elements": ["C", "N", "O", "O", "S", "H"], "positions_angstrom": [[-0.0468, 0.8011, -0.0669], [-0.7795, -0.2960, -0.1428], [0.0286, 1.9444, 0.2112], [1.6165, -1.2450, 0.7527], [1.0193, -0.8161, -0.4905], [-1.8380, -0.3884, -0.2638]], "forces_ev_per_a": [[-0.44, -1.38, -0.17], [-0.53, 0.89, -0.53], [0.08, -0.08, -0.22], [0.56, -0.69, 0.36], [-1.67, 1.38, 0.31], [2.00, -0.11, 0.26]], "lowdin_charge": [-0.627, -0.094, 0.108, -0.528, 0.993, 0.149]}


[5]
{"formula": "C18H32BrF3O5PSSi", "method": "wB97M-V/def2-TZVPD", "molar_mass_g_mol": 556.47, "orbital_gap_ev": 5.00, "charge": -1, "e_tot_ha": -4983.6833, "elements": ["C", "C", "C", "C", "Br", "C", "S", "C", "C", "O", "Si", "C", "C", "C", "O", "C", "O", "C", "C", "O", "C", "F", "F", "F", "P", "C", "C", "C", "C", "H", "H", "H", "H", "H", "H", "H", "H", "H", "H", "H", "H", "H", "H", "H", "H", "H", "H", "H", "H", "H", "H", "H", "H", "H", "H", "H", "H", "H", "H", "H", "O", "H"], "positions_angstrom": [[1.0036, 2.9121, 1.4055], [2.0842, 2.6310, 0.5054], [2.0109, 2.5118, -1.0738], [1.0412, 1.3854, -1.6367], [1.5915, 1.3815, -3.6021], [-0.5423, 1.6612, -1.7825], [-0.6435, 2.9337, -3.1426], [-1.4473, 1.8757, -0.4928], [-3.0227, 1.9531, -0.8860], [-3.8959, 1.7907, 0.2459], [-4.1624, 0.1445, 0.6954], [-3.8712, -1.1518, -0.6729], [-6.0433, 0.0178, 1.1543], [-3.0161, -0.2988, 2.1605], [-0.9900, 0.3437, -2.2621], [-0.0856, -0.7048, -1.9337], [-0.4021, -1.8535, -2.2548], [1.2757, -0.1593, -1.2162], [2.3816, -0.9951, -2.0764], [2.8116, -2.2078, -1.3366], [2.9555, -3.2887, -2.2007], [3.6130, -4.3208, -1.4816], [3.7839, -3.0316, -3.3134], [1.7246, -3.8649, -2.5983], [1.1892, -0.6374, 0.6152], [0.6008, -2.4060, 0.8984], [-0.1365, -2.4735, 2.3484], [2.8271, -0.4562, 1.5259], [4.0810, -0.0203, 0.6387], [0.5083, 3.9399, 1.5248], [0.5718, 2.0523, 2.0127], [3.1248, 2.5217, 0.9805], [3.0619, 2.2682, -1.4659], [1.7640, 3.5544, -1.4930], [-0.6512, 4.1744, -2.5194], [-1.2149, 1.0576, 0.2587], [-1.2068, 2.9296, -0.0992], [-3.2798, 1.3104, -1.7902], [-3.1684, 3.0391, -1.2413], [-4.8434, -1.4646, -1.1950], [-3.1023, -0.8622, -1.4557], [-3.4898, -2.1119, -0.1624], [-6.6881, 0.3278, 0.2517], [-6.2750, -1.0712, 1.3824], [-6.3208, 0.7338, 1.9982], [-2.7013, 0.6603, 2.6879], [-3.5331, -1.0485, 2.8395], [-2.0560, -0.7338, 1.7044], [3.3476, -0.3956, -2.2261], [1.9569, -1.3869, -3.0606], [-0.0962, -2.8262, 0.1102], [1.5226, -3.0868, 1.0086], [-1.2265, -2.7601, 2.1610], [-0.1478, -1.4695, 2.8827], [0.3200, -3.2757, 3.0098], [3.1315, -1.4274, 2.0590], [2.7051, 0.3462, 2.3623], [4.6801, -0.9271, 0.2586], [4.8414, 0.6003, 1.2383], [3.8119, 0.5751, -0.3013], [3.5483, 0.3141, 4.0460], [4.3886, 0.7705, 4.0026]], "forces_ev_per_a": [[0.47, 0.05, -0.92], [-0.35, 0.12, 0.58], [0.81, 1.98, 0.88], [1.27, 0.06, 0.24], [1.21, -0.92, -0.01], [0.65, -1.31, 1.36], [-1.90, 1.16, 0.53], [-0.19, 1.50, -0.58], [0.85, 1.73, -0.88], [0.68, -1.85, -0.87], [-0.69, 0.20, 0.41], [0.02, -1.01, -0.49], [-0.24, 0.48, -0.44], [0.52, 0.34, -0.46], [1.35, -0.15, 0.17], [-1.17, -1.27, -0.39], [1.15, 3.44, 1.12], [-1.23, -1.66, -2.64], [0.78, 0.49, -0.40], [-0.26, -1.36, -2.26], [0.49, -1.36, 1.57], [-1.33, 2.20, -1.45], [-2.12, -0.44, 1.88], [2.83, 1.56, 0.24], [-1.07, 0.85, 1.45], [0.70, -1.31, 0.85], [-0.54, -0.01, -0.61], [1.29, 0.24, -0.38], [0.83, -0.34, -0.48], [-0.45, -1.86, -1.56], [1.77, 1.53, 0.76], [-1.83, -1.83, -0.64], [-1.58, 0.33, 0.64], [-0.06, -1.62, 0.05], [-0.33, -1.28, 0.29], [-0.15, 1.03, -0.86], [-0.17, -1.82, -0.08], [0.30, 0.50, 1.37], [0.10, -1.61, 0.44], [1.33, 0.63, 0.61], [-0.90, -0.44, 0.92], [-0.44, 1.41, -0.69], [1.00, -0.50, 1.23], [0.12, 1.38, 0.01], [0.30, -1.21, -0.90], [-0.54, -1.34, -0.32], [0.89, 0.94, -0.65], [-1.38, 0.46, 0.84], [-1.63, -0.80, 0.07], [0.59, 1.02, 1.35], [1.02, 0.69, 0.77], [-1.34, 0.92, -0.58], [1.40, 0.35, 0.40], [0.22, -1.31, -0.60], [-0.45, 1.13, -0.82], [-0.83, 1.43, -0.70], [0.28, -1.46, -0.73], [-1.00, 1.18, 0.53], [-1.38, -0.84, -0.64], [0.28, -0.70, 1.40], [-0.30, 0.06, -0.05], [0.33, 0.20, 0.13]], "lowdin_charge": [-0.026, -0.154, -0.229, -0.560, 0.783, -0.676, 0.689, -0.109, -0.262, -0.246, 0.469, -0.172, -0.202, -0.184, -0.092, -0.399, 0.088, -0.390, -0.183, -0.033, -0.494, 0.078, 0.093, 0.093, 1.031, -0.390, -0.179, -0.404, -0.174, 0.065, 0.064, 0.114, 0.094, 0.111, -0.093, 0.088, 0.114, 0.111, 0.119, 0.046, 0.023, 0.054, 0.040, 0.033, 0.035, 0.051, 0.047, 0.008, 0.117, 0.111, 0.070, 0.076, 0.052, 0.060, 0.070, 0.094, 0.032, 0.073, 0.082, 0.028, -0.571, -0.186]}


[6]
{"formula": "C9H32N6O7", "method": "wB97M-V/def2-TZVPD", "relative_energy_kj_mol": 649.3, "molar_mass_g_mol": 336.39, "smiles": "NC(N)=O.NC(N)=O.NC(N)=O.CCO.CCO.CO.CO", "orbital_gap_ev": 8.35, "e_tot_ha": -1217.1791, "elements": ["C", "C", "O", "H", "H", "H", "H", "H", "H", "C", "C", "O", "H", "H", "H", "H", "H", "H", "C", "O", "N", "N", "H", "H", "H", "H", "C", "O", "N", "N", "H", "H", "H", "H", "C", "O", "N", "N", "H", "H", "H", "H", "C", "O", "H", "H", "H", "H", "C", "O", "H", "H", "H", "H"], "positions_angstrom": [[-0.1524, 2.0229, -1.1952], [0.7316, 1.4789, -0.0552], [0.2546, 0.2149, 0.3268], [-1.1764, 1.9329, -0.9752], [-0.0674, 1.4349, -2.0732], [0.0776, 3.0329, -1.5982], [0.7186, 2.3019, 0.6998], [1.6916, 1.5089, -0.5112], [0.7186, -0.0271, 1.1598], [-4.0964, 1.2539, -1.4152], [-4.4814, -0.2901, -1.5082], [-3.5294, -1.0661, -2.3102], [-3.9284, 1.7359, -2.4332], [-3.1374, 1.3669, -0.8342], [-4.8034, 1.8549, -0.9072], [-5.3644, -0.4151, -2.1402], [-4.5644, -0.8341, -0.5472], [-4.0134, -1.6101, -2.9432], [-0.2814, -2.0121, -2.2422], [-0.5624, -2.8771, -3.3272], [0.8486, -1.9881, -1.6152], [-1.0224, -1.0941, -1.6662], [1.6626, -2.3541, -2.1142], [0.9486, -1.3631, -0.8442], [-2.0064, -1.1141, -2.0052], [-0.8204, -0.4811, -0.9652], [0.4826, 0.4769, 3.5158], [-0.6324, 0.9939, 4.1378], [0.7566, -0.7331, 3.1918], [1.4346, 1.2339, 3.1538], [0.0846, -1.3781, 3.4918], [1.6766, -1.1631, 2.7758], [1.3356, 2.2169, 3.3518], [2.1196, 0.8939, 2.5208], [3.1126, -1.0811, 1.2658], [3.3276, 0.2349, 1.0748], [2.8456, -1.9001, 0.3338], [3.0716, -1.6281, 2.4048], [2.8356, -1.4061, -0.5552], [2.5646, -2.8431, 0.5208], [3.2996, -1.1141, 3.3108], [3.0546, -2.6221, 2.5318], [-2.7014, 0.4379, 1.7648], [-3.6304, 1.2509, 2.4308], [-1.9004, 1.1029, 1.3258], [-3.1004, -0.2411, 1.0808], [-2.2094, -0.1501, 2.5118], [-4.0844, 1.7539, 1.7998], [3.6286, 0.8009, -2.2502], [3.6446, -0.5511, -2.0392], [4.0976, 1.0879, -3.2302], [4.1676, 1.3339, -1.4572], [2.6726, 1.2219, -2.3932], [4.4026, -0.8411, -2.5302]], "forces_ev_per_a": [[0.76, 0.30, -0.36], [-1.14, 2.97, -1.39], [1.13, 0.12, 1.29], [-1.41, 0.36, 0.62], [0.39, -1.02, -0.90], [0.03, -0.35, 0.99], [-0.06, -1.20, 0.22], [1.24, -0.70, 0.33], [-0.73, 0.09, -0.67], [2.10, -1.48, -0.97], [0.26, 0.32, -1.32], [-0.86, 0.68, 0.14], [-0.24, -0.94, 1.15], [-0.90, -0.21, -0.65], [-1.11, 0.27, 0.57], [-0.59, 0.45, 0.89], [-0.19, 0.79, -0.33], [0.22, 0.14, 0.18], [-2.19, -3.29, -5.08], [1.15, 4.65, 5.58], [5.00, -2.30, -0.14], [-5.61, -1.63, -3.93], [-0.48, 0.20, 0.54], [0.13, 0.34, 0.05], [0.98, 0.30, 0.53], [1.27, 1.26, 2.03], [-7.12, 3.94, 4.32], [5.04, -3.13, -2.72], [0.33, -5.37, -1.23], [2.66, 4.72, -0.33], [-1.06, -1.18, 0.27], [-2.68, 1.47, 1.35], [0.18, -0.06, -0.22], [1.03, 0.32, -0.63], [2.00, 8.17, -2.79], [-0.98, -5.12, 1.10], [-0.31, -0.74, -3.76], [1.64, -1.10, 8.72], [0.18, -0.91, -0.51], [-0.14, -0.09, -0.57], [0.09, -0.76, -2.07], [0.12, -0.28, -0.15], [2.02, 1.96, 0.82], [0.19, -1.08, 1.41], [-0.72, -0.93, 0.06], [-0.92, -0.88, -1.50], [0.33, -0.20, 0.57], [-1.03, 1.16, -1.33], [1.70, 2.60, -1.17], [-0.40, -1.43, 0.02], [0.04, -0.42, 0.73], [-0.24, 0.02, -0.05], [-1.52, 0.06, 0.40], [0.42, -0.83, -0.08]], "lowdin_charge": [-0.072, -0.294, -0.110, 0.023, 0.053, 0.099, 0.127, 0.063, 0.060, -0.056, -0.210, -0.126, 0.099, 0.041, 0.044, 0.105, 0.108, 0.106, -0.569, -0.169, 0.131, 0.177, 0.119, 0.057, 0.061, 0.023, -0.676, -0.104, 0.145, 0.178, 0.104, 0.065, 0.136, 0.051, -0.677, -0.053, 0.206, 0.132, 0.077, 0.140, 0.196, 0.145, -0.169, -0.072, 0.090, 0.040, 0.058, 0.034, -0.174, -0.103, 0.104, 0.091, 0.054, 0.094]}


[7]
{"formula": "C4H10N4OS2", "method": "wB97M-V/def2-TZVPD", "relative_energy_kj_mol": 84.2, "molar_mass_g_mol": 194.29, "orbital_gap_ev": [6.61, 6.61], "charge": 2, "e_tot_ha": -1248.2763, "elements": ["C", "C", "C", "C", "N", "N", "N", "N", "O", "S", "S", "H", "H", "H", "H", "H", "H", "H", "H", "H", "H"], "positions_angstrom": [[-3.3744, -0.2770, 0.1862], [-0.9555, 1.4306, -0.1831], [1.7084, -1.4974, -0.3886], [0.5675, -1.7507, 0.4437], [-2.0247, -0.6316, 0.2681], [-0.3033, 2.0002, -1.1773], [-1.4082, 2.1555, 0.8585], [-0.9808, 0.0518, -0.0419], [0.6638, -1.4735, 1.7060], [-4.5775, -1.3599, 0.0597], [2.2946, -3.1474, 0.0826], [-3.6713, 0.8175, 0.3103], [1.6989, -1.4154, -1.4171], [2.4676, -0.7210, -0.0212], [-0.2609, -2.4119, 0.0178], [-0.3323, 2.9761, -1.2275], [0.1973, 1.5226, -1.8057], [-1.2026, 3.1652, 0.9114], [-1.9867, 1.7189, 1.5001], [-0.1035, -1.7307, 2.3351], [2.9924, -2.9386, 1.3091]], "forces_ev_per_a": [[-1.68, 2.17, 0.61], [-0.43, 1.72, 1.12], [2.96, 1.96, 2.87], [-0.84, -2.49, -0.07], [2.28, -0.44, -1.18], [-2.63, 0.40, 3.46], [1.81, 0.93, -2.94], [-2.61, -1.28, 0.69], [-1.74, 0.52, 1.41], [1.33, 0.35, -0.02], [0.99, -1.13, 0.69], [0.60, -1.22, -0.46], [-0.81, -0.19, -2.12], [-1.36, -0.97, -0.21], [0.85, 1.27, 0.86], [0.23, 1.66, -0.32], [2.08, -2.29, -2.98], [-0.38, -0.84, 0.20], [-1.14, -0.58, 1.64], [1.53, 0.15, -1.79], [-1.04, 0.28, -1.45]], "lowdin_charge": [-0.681, -0.340, -0.425, -0.377, 0.009, 0.300, 0.258, 0.097, 0.059, 0.936, 0.968, 0.082, 0.070, 0.148, 0.166, 0.138, 0.097, 0.174, 0.096, 0.214, 0.012]}


[8]
{"formula": "C2H3F3NO5S2", "method": "wB97M-V/def2-TZVPD", "multiplicity": 2, "relative_energy_kj_mol": 0.5, "molar_mass_g_mol": 242.18, "orbital_gap_ev": [6.80, 6.78], "charge": -2, "e_tot_ha": -1604.8542, "elements": ["N", "S", "O", "O", "S", "O", "O", "C", "F", "F", "F", "H", "C", "O", "H", "H"], "positions_angstrom": [[-1.0572, -1.4251, 1.3065], [-0.0206, -0.5116, 0.2984], [1.2856, -0.2873, 1.0313], [0.1878, -1.4343, -0.9484], [-0.6393, -2.6054, 2.2380], [0.6850, -3.2245, 2.0346], [-1.7599, -3.5504, 2.4202], [-0.5063, -1.8787, 3.9621], [0.4339, -0.9440, 4.0263], [-1.6658, -1.3335, 4.3252], [-0.2044, -2.8361, 4.8381], [1.3366, -1.1441, -1.8664], [2.3092, -1.0187, -2.7269], [2.6459, 0.2667, -2.7364], [1.8622, -1.3983, -3.6685], [3.0858, -1.7066, -2.3375]], "forces_ev_per_a": [[0.39, -0.69, 0.55], [1.10, 0.06, 0.31], [-1.22, -0.37, -0.88], [0.34, 0.38, 0.57], [0.30, -0.85, -1.44], [-1.47, 0.69, 0.53], [0.91, 0.83, 0.21], [0.08, -0.36, -1.70], [0.24, 0.31, 0.28], [-0.47, 0.32, 0.48], [0.14, -0.36, 0.75], [0.33, 0.00, -0.14], [-0.16, 0.79, 0.45], [-0.19, -0.81, -0.17], [-0.11, 0.01, 0.11], [-0.19, 0.04, 0.09]], "mulliken_spin": [0.007, 0.009, 0.003, 0.069, 0.002, 0.000, 0.000, 0.001, 0.000, 0.000, 0.000, 0.178, 0.078, 0.610, 0.023, 0.021]}